# 1
Computed, not measured: AlH2O as an isolated structure, with the ωB97M-V functional and the def2-TZVPD basis.

Values from the calculation:
E_LUMO: -24.9 eV
Total charge: +3
Highest occupied orbital energy: -28.145 eV
DFT total energy: -8628.2114 eV
Molar mass: 45.00 g/mol
Strongest force on any atom: 2.788 eV Å⁻¹
Energy relative to the best compared isomer or geometry (same formula, charge and spin): 88.60 kJ/mol

```
4
Properties=species:S:1:pos:R:3:forces:R:3
Al -1.482 -0.057 -3.342 -0.2440 -0.0096 -0.5395
O 0.240 0.031 0.818 -1.5616 0.0849 -1.7902
H 0.499 -0.731 1.335 0.5213 -2.3593 1.3919
H 0.743 0.756 1.189 1.2843 2.2840 0.9379
```
Positions in Å, forces in eV/Å.

# 2
Computed, not measured: AlH4O2 as an isolated structure, with the ωB97M-V functional and the def2-TZVPD basis.

Values from the calculation:
E_LUMO (spin up / spin down): -28.6 / -28.6 eV
Total charge: +4
Highest occupied orbital energy (spin up / spin down): -34.113 / -34.087 eV
DFT total energy: -10684.7477 eV
Molar mass: 63.01 g/mol
Multiplicity: 2
Strongest force on any atom: 3.644 eV Å⁻¹
Energy relative to the best compared isomer or geometry (same formula, charge and spin): 217.13 kJ/mol
<S²>: 0.75

```
7
Properties=species:S:1:pos:R:3:forces:R:3
Al 15.606 -28.523 -14.355 0.3020 -0.2975 1.8168
O 17.869 -29.905 -13.012 -2.3867 -0.6626 -2.4610
H 18.773 -29.593 -13.034 2.8725 1.1690 -0.3352
H 17.675 -30.014 -12.081 -0.6903 -0.4864 2.9143
O 15.784 -28.120 -17.230 -0.0108 -0.2087 2.1635
H 14.987 -28.039 -17.753 -2.9877 0.4100 -1.8944
H 16.494 -28.121 -17.872 2.9010 0.0762 -2.2039
```
Positions in Å, forces in eV/Å.

# 3
Computed, not measured: AlH6NOP as an isolated structure, with the ωB97M-V functional and the def2-TZVPD basis.

Values from the calculation:
E_LUMO: 4.0 eV
Total charge: -1
Highest occupied orbital energy: -2.886 eV
DFT total energy: -19520.9738 eV
Molar mass: 94.01 g/mol
Strongest force on any atom: 2.620 eV Å⁻¹

```
10
Properties=species:S:1:pos:R:3:forces:R:3
N 1.652 1.045 0.009 1.3033 -0.6960 -0.2719
P 0.526 -0.310 -0.406 0.5390 -1.1500 -0.5262
O 0.789 -1.670 0.705 0.3280 -0.5505 -2.0404
Al -1.698 0.291 -0.026 -0.7248 0.0988 0.4173
H 2.001 1.366 -0.944 -0.2678 -0.7212 1.6912
H 2.489 0.635 0.521 -1.2379 0.7036 -0.9275
H 0.855 -2.459 0.061 0.0037 2.0460 1.6362
H -2.263 0.805 -1.447 0.0800 0.1117 -0.1803
H -2.454 -1.070 0.400 0.0106 -0.2368 -0.0806
H -1.897 1.366 1.127 -0.0340 0.3944 0.2822
```
Positions in Å, forces in eV/Å.

# 4
Computed, not measured: AlO14P2V3 as an isolated structure, with the ωB97M-V functional and the def2-TZVPD basis.

Values from the calculation:
E_LUMO: -4.5 eV
Highest occupied orbital energy: -8.085 eV
DFT total energy: -130891.7649 eV
Molar mass: 465.75 g/mol
Strongest force on any atom: 10.082 eV Å⁻¹

```
20
Properties=species:S:1:pos:R:3:forces:R:3
Al -2.281 3.345 0.651 -3.6353 -0.5888 7.0341
O 1.672 2.481 2.978 -0.3195 -0.0531 -3.1501
V -0.728 -0.026 -0.838 2.2809 -0.3449 4.9282
O 1.283 0.973 -0.177 -2.4156 0.6717 1.3510
O 3.264 -5.053 -1.737 -1.6605 0.6470 4.2435
V 3.239 -3.546 -1.091 2.4281 -5.8918 -4.8097
O 3.927 -3.189 -2.441 0.2031 4.6204 0.3063
O 0.682 3.953 0.603 1.2054 -0.0080 0.1985
V 1.537 2.640 0.990 -5.8108 -3.1553 3.0806
O 3.014 2.461 0.661 5.3519 0.8968 -1.2852
P -3.787 0.913 0.683 3.7972 7.7079 5.2746
O -3.235 2.272 1.549 -2.7861 -2.5414 -0.8767
O -2.616 0.176 0.652 5.7671 -5.4067 -1.2722
O -1.495 3.521 -0.561 3.7832 0.8559 -8.0457
O -4.958 1.021 -0.002 -6.8199 -0.0926 -3.2409
P 0.180 -3.239 0.362 3.6308 7.7212 -4.9489
O 1.717 -3.044 -0.222 -3.3230 -1.1208 2.1527
O -0.496 0.596 -2.158 -0.1632 0.9924 -3.7799
O -0.341 -1.858 -0.527 -0.2891 -2.1397 2.2717
O -0.578 -4.398 0.625 -1.2246 -2.7700 0.5684
```
Positions in Å, forces in eV/Å.

# 5
Computed, not measured: ArH18O9 as an isolated structure, with the ωB97M-V functional and the def2-TZVPD basis.

Values from the calculation:
E_LUMO: -0.1 eV
Highest occupied orbital energy: -10.710 eV
DFT total energy: -33074.5308 eV
Molar mass: 202.08 g/mol
Strongest force on any atom: 0.930 eV Å⁻¹
Energy relative to the best compared isomer or geometry (same formula, charge and spin): 14.73 kJ/mol

```
28
Properties=species:S:1:pos:R:3:forces:R:3
Ar 0.616 0.183 -0.618 -0.0080 0.0121 0.0533
O 1.588 3.706 1.295 -0.0544 0.5537 -0.3495
H 1.899 2.936 1.771 0.2390 -0.6488 0.2585
H 0.636 3.604 1.270 -0.2196 0.0095 0.0370
O -3.029 2.348 0.317 0.0251 0.0299 0.8180
H -2.693 2.221 -0.570 -0.2014 -0.1069 -0.3538
H -3.980 2.295 0.223 -0.2871 0.1435 0.0526
O 0.193 -3.241 0.997 -0.1705 0.2213 0.5679
H 0.723 -3.904 1.439 0.0609 -0.1936 0.2132
H 0.553 -3.196 0.111 0.1147 0.1190 -0.8386
O 0.663 -1.163 2.956 0.4529 0.6420 0.4351
H 0.476 -1.650 2.154 -0.1725 -0.6753 -0.6158
H -0.114 -0.620 3.094 -0.3187 0.0624 0.0963
O 2.419 1.255 2.677 0.2844 0.6257 -0.1790
H 1.895 0.456 2.622 -0.3879 -0.7423 -0.0132
H 2.424 1.475 3.609 0.0712 0.0264 0.2541
O -2.094 1.821 -2.076 0.1590 -0.0277 -0.3439
H -1.980 1.573 -2.994 -0.1175 -0.1646 -0.2192
H -1.386 2.442 -1.906 0.4188 0.2277 -0.0355
O -3.342 -0.590 0.302 -0.0887 -0.4920 0.1039
H -3.841 -0.709 -0.506 -0.0779 -0.1263 -0.1743
H -3.099 0.336 0.300 0.2055 0.5506 0.1707
O 1.269 -3.195 -1.729 -0.3296 -0.5152 0.3922
H 2.141 -3.562 -1.584 0.2552 -0.1030 -0.0384
H 1.425 -2.401 -2.240 0.1376 0.5864 -0.1677
O 2.204 -1.033 -3.320 -0.0327 -0.1466 -0.0098
H 2.420 -0.102 -3.369 0.0713 0.2727 0.1849
H 2.014 -1.283 -4.225 -0.0291 -0.1404 -0.2988
```
Positions in Å, forces in eV/Å.

# 6
Computed, not measured: ArH18O9 as an isolated structure, with the ωB97M-V functional and the def2-TZVPD basis.

Values from the calculation:
E_LUMO: 0.0 eV
Highest occupied orbital energy: -10.361 eV
DFT total energy: -33074.6835 eV
Molar mass: 202.08 g/mol
Strongest force on any atom: 1.278 eV Å⁻¹
Energy relative to the best compared isomer or geometry (same formula, charge and spin): 0.00 kJ/mol

```
28
Properties=species:S:1:pos:R:3:forces:R:3
Ar -0.298 0.331 -1.158 -0.0103 0.1099 0.0375
O -1.328 3.456 0.806 -0.4805 -0.0915 0.2486
H -2.204 3.548 0.430 -0.3175 0.0745 -0.0117
H -0.734 3.632 0.076 0.7206 -0.0088 -0.2589
O 2.942 -0.543 -3.050 -0.2906 -0.0478 -0.1449
H 2.679 0.377 -3.007 -0.0540 0.2294 0.0008
H 3.886 -0.530 -2.893 0.2332 -0.1392 0.1247
O 0.632 -2.614 -2.276 -0.3102 -0.3246 -0.3363
H 0.431 -2.434 -1.358 0.1476 0.0552 0.4350
H 0.944 -1.778 -2.622 0.3780 0.1257 -0.1165
O -1.569 -1.421 1.607 0.3842 -0.8606 0.0548
H -2.090 -1.417 0.804 -0.5315 -0.0772 -0.3370
H -1.270 -0.517 1.704 0.1866 0.8230 0.4470
O -3.456 -1.661 -0.364 -0.0265 0.0205 -0.1976
H -4.116 -2.307 -0.111 -0.1081 -0.2524 0.1677
H -3.916 -1.067 -0.956 -0.0105 0.1992 -0.2020
O 1.170 3.798 -0.431 -0.1741 0.0608 -0.1547
H 1.648 4.426 0.109 0.0598 0.2067 0.2145
H 1.850 3.237 -0.805 0.0917 -0.2472 -0.1037
O -1.000 1.151 2.349 0.2169 -0.5440 0.2720
H -1.636 1.297 3.049 -0.1004 -0.0575 0.2626
H -1.175 1.847 1.716 0.0879 0.7721 -0.4879
O 0.781 -2.670 0.816 0.6171 -0.2876 -0.5439
H 0.539 -3.557 0.550 0.1781 -0.3151 0.0045
H -0.051 -2.249 1.032 -1.0034 0.5044 0.6089
O 2.829 -0.796 1.253 0.5548 0.5185 -0.0260
H 2.155 -1.432 1.014 -0.3432 -0.5860 -0.1263
H 2.354 -0.105 1.715 -0.0956 0.1397 0.1688
```
Positions in Å, forces in eV/Å.